71
Properties=species:S:1:pos:R:3:forces:R:3:mulliken_charge:R:1 method="wB97M-V/def2-TZVPD" s_squared=6.0709 homo_lumo_gap_ev="6.737 / 7.707" e_lumo_ev="-0.63 / 0.09" spin_multiplicity=5 mol_weight_g_mol=641.59 e_homo_ev="-7.4 / -7.6" total_charge=0
Mn 0.082580 -0.132147 -0.371932 -0.0525 -0.8897 0.2127 0.333
S -1.107646 -3.285655 0.175435 0.1036 -0.4439 -0.0879 0.541
O -2.416412 -0.047337 -6.281141 0.0867 0.0479 -0.0392 -0.675
O -2.211992 -0.722964 -0.581264 0.0200 0.2557 -0.2623 -0.466
O -3.774924 -0.574354 -2.189352 0.0975 -0.1537 0.3681 -0.909
O 2.120847 -0.769088 -0.076451 -0.5977 0.5276 -0.3466 -0.759
O -0.746206 1.601705 -0.156988 0.3095 -0.2912 -0.4075 -1.036
O -3.876087 -0.370973 -4.620643 0.0668 -0.0249 -0.7504 -0.594
N -0.031119 -2.361097 -0.513258 0.1575 0.5525 -0.0946 -0.215
N -0.207729 -0.051365 -2.371393 0.1207 0.0797 -0.1919 0.282
N -1.080797 0.772614 1.935587 -0.6209 0.4424 0.0400 -0.849
N -0.078956 -0.078368 1.517481 0.1554 -0.2380 0.2629 0.711
N -0.297345 0.133008 -4.532175 -0.1590 -0.0650 0.0157 -0.043
C 0.548757 -5.511366 -0.001505 0.0181 -0.0692 -0.0589 -0.505
C -1.525132 -0.184908 -2.752888 -0.1583 -0.1133 -0.0098 -0.181
C 0.699374 -5.824752 2.757233 0.0176 -0.0653 0.0469 -0.624
C 1.368771 -6.486133 0.541813 -0.0100 0.0026 -0.0402 -0.738
C -0.066937 -0.914327 3.791037 0.0537 0.0858 -0.0075 -1.604
C -2.838274 -5.231868 -0.801593 0.0053 -0.0482 0.0600 -0.490
C -1.588855 -0.080559 -4.108635 0.0959 0.1058 0.0734 0.237
C -2.601008 2.440420 1.112070 -0.0788 0.1994 -0.2624 0.547
C 1.446411 -6.640646 1.921213 -0.0071 0.0158 0.0017 -0.445
C -4.637950 3.053121 2.231559 -0.0477 0.0198 0.0369 -0.636
C -2.024173 -4.155756 -1.121263 0.0638 0.2007 0.1303 0.445
C -1.976115 -3.647216 -2.406127 0.0905 0.0392 0.0235 -0.342
C 1.651301 -1.604572 2.096822 0.0493 -0.0732 -0.0992 -0.947
C -4.064700 4.092703 0.143361 -0.0334 0.0230 0.0108 -0.740
C 0.513557 0.142864 -3.462957 0.1305 0.0073 0.1357 0.309
C -2.687180 -0.162163 -5.103620 -0.1398 -0.0743 -0.1201 0.520
C -2.750076 -4.230967 -3.398803 -0.0466 -0.0633 0.0106 -0.602
C -3.476946 2.300959 2.184871 0.0583 0.0048 0.0750 -0.378
C 3.692879 -2.283401 0.869042 -0.0199 0.0980 -0.0934 -1.508
C -4.939551 3.942988 1.209536 0.0055 0.0306 -0.0631 -0.349
C -2.606581 -0.511451 -1.750523 0.2097 0.0543 0.1978 1.038
C -0.187256 -4.693140 0.842737 -0.1395 0.2804 -0.0839 0.556
C 0.506163 -0.859540 2.407186 0.0664 0.1936 -0.1618 1.333
C 2.407978 -1.486606 0.927840 0.0668 -0.1605 0.2931 0.753
C -3.607631 -5.811665 -1.797472 -0.0023 0.0076 0.0455 -0.613
C -1.414761 1.575711 0.968951 0.2899 -0.5296 0.7143 0.874
C 1.990652 0.319158 -3.486810 -0.1025 0.0174 -0.0270 -1.298
C -2.901752 3.342839 0.093215 0.0957 -0.0657 0.0754 -0.300
C -3.567209 -5.308776 -3.091625 0.0005 0.0343 -0.0737 -0.547
C -0.121496 -4.843508 2.218497 -0.0742 0.1201 -0.0407 -0.299
H -2.864652 -5.619009 0.210608 -0.0243 0.0059 -0.0129 0.426
H 3.467673 -3.349405 0.946014 0.0138 0.0030 0.0023 0.277
H -1.345376 -2.791513 -2.614847 -0.0102 -0.0513 -0.0013 0.235
H -4.293510 4.783432 -0.658035 -0.0138 -0.0016 0.0101 0.385
H -2.726613 -3.833782 -4.405170 -0.0085 0.0155 0.0033 0.445
H -5.862201 4.508780 1.235375 0.0163 0.0171 0.0309 0.384
H -0.144494 0.093599 4.196114 -0.0474 -0.0211 0.0233 0.456
H 1.944695 -7.127441 -0.112631 0.0020 -0.0060 0.0172 0.418
H 2.263301 1.270046 -3.944840 0.0086 0.0005 0.0183 0.362
H -4.248038 -6.651578 -1.562366 0.0074 0.0023 0.0084 0.399
H 0.757058 -5.949809 3.830728 -0.0054 0.0091 -0.0089 0.417
H 2.362304 0.290717 -2.464166 0.0570 -0.0020 -0.0203 0.195
H -5.324593 2.937844 3.060647 0.0228 -0.0257 0.0069 0.379
H 2.036516 -2.261827 2.863980 -0.0003 0.0289 0.0219 0.316
H 0.474720 -5.395205 -1.077222 0.0011 0.0081 0.0143 0.392
H -3.245059 1.592191 2.968158 0.0032 -0.0172 -0.0348 0.429
H 2.091073 -7.401496 2.341466 -0.0111 0.0016 0.0086 0.414
H -1.078824 -1.321501 3.751695 -0.0158 0.0468 0.0220 0.315
H 0.559156 -1.521105 4.440490 -0.0115 -0.0481 -0.0210 0.368
H 4.217967 -2.090594 -0.064124 -0.0388 0.0036 -0.0038 0.368
H 2.466194 -0.483715 -4.051259 0.0029 0.0069 -0.0037 0.332
H -3.846828 -0.477278 -3.591828 -0.2388 0.1141 0.3666 0.392
H -4.185151 -5.752523 -3.861299 0.0188 -0.0100 0.0033 0.394
H 0.654647 -2.863484 -1.067297 0.0294 -0.1114 0.0442 0.239
H -0.701488 -4.189821 2.859029 0.0270 -0.0002 0.0100 0.419
H -0.070875 0.247193 -5.509025 0.0708 0.0099 -0.0008 0.261
H -2.217430 3.436046 -0.738632 -0.0140 -0.0135 -0.0204 0.411
H 4.339750 -2.015184 1.704468 0.0141 -0.0423 0.0085 0.386